(1)
{
  "formula": "C24H20AsN4S3Se4Ta",
  "method": "ωB97M-V/def2-TZVPD",
  "symbols": ["Ta", "N", "C", "N", "C", "C", "S", "C", "C", "S", "C", "N", "N", "H", "H", "H", "H", "H", "H", "Se", "Se", "Se", "Se", "S", "C", "C", "C", "C", "C", "C", "As", "C", "C", "C", "C", "C", "C", "C", "C", "C", "C", "C", "C", "H", "H", "H", "H", "H", "H", "H", "H", "H", "H", "H", "H", "H", "H"],
  "coordinates": [[-0.0287, -0.1642, 0.1454], [-3.6916, -0.1705, 0.1510], [-3.0998, -0.8639, 1.1201], [-1.7777, -1.0841, 1.2456], [-1.5547, -1.9248, 2.3403], [-2.6316, -2.2626, 3.0574], [-4.0483, -1.5896, 2.3545], [-0.1871, -2.3272, 2.5559], [0.2752, -3.2672, 3.3939], [1.9806, -3.3462, 3.3026], [1.9820, -2.1470, 2.0870], [0.7694, -1.6747, 1.7788], [3.1473, -1.7746, 1.5134], [-3.2081, -0.0427, -0.7263], [-4.6964, -0.0969, 0.1380], [-2.6834, -2.8628, 3.9513], [-0.2811, -3.9045, 4.0618], [3.9934, -2.1646, 1.9014], [3.2243, -0.8179, 1.1933], [2.1925, 0.9926, 0.1487], [1.0380, 1.3662, 2.1748], [-0.3075, 3.1761, 1.6527], [-1.4075, 1.9946, -0.0342], [-1.2584, -0.3197, -1.8869], [-1.0955, -1.8434, -2.7918], [-2.0391, -2.1075, -3.7753], [-1.9143, -3.2723, -4.5231], [-0.8580, -4.1454, -4.2964], [0.0853, -3.8635, -3.3153], [-0.0425, -2.7069, -2.5640], [1.2304, -2.1464, -1.2616], [2.5666, -1.2828, -2.3503], [3.8438, -1.0546, -1.8397], [4.7720, -0.3472, -2.5904], [4.4198, 0.1499, -3.8397], [3.1464, -0.0727, -4.3420], [2.2142, -0.7880, -3.5996], [1.9151, -3.8061, -0.6642], [3.1477, -4.2752, -1.0955], [3.5422, -5.5572, -0.7301], [2.7113, -6.3532, 0.0466], [1.4717, -5.8791, 0.4589], [1.0703, -4.5995, 0.1055], [-2.8541, -1.4187, -3.9566], [-2.6474, -3.4952, -5.2871], [-0.7640, -5.0464, -4.8877], [0.9106, -4.5434, -3.1447], [4.1312, -1.4543, -0.8755], [5.7702, -0.1889, -2.2036], [5.1420, 0.7058, -4.4227], [2.8735, 0.3079, -5.3173], [1.2288, -0.9655, -4.0094], [3.7909, -3.6749, -1.7219], [4.4977, -5.9372, -1.0679], [3.0251, -7.3517, 0.3214], [0.8150, -6.5083, 1.0461], [0.0926, -4.2411, 0.4103]],
  "charge": 2,
  "e_lumo_ev": -7.169,
  "homo_ev": -13.60,
  "e_tot_ha": -14238.3383
}


(2)
{
  "formula": "C5H7N",
  "method": "ωB97M-V/def2-TZVPD",
  "symbols": ["C", "C", "C", "C", "C", "N", "H", "H", "H", "H", "H", "H", "H"],
  "coordinates": [[-1.6432, -1.1606, 0.4944], [0.6912, 0.7072, -0.5980], [1.4696, 0.5584, 0.6808], [1.8405, 0.1062, -0.6990], [-0.3847, 1.3456, -1.2449], [-1.2230, 1.9416, -1.7810], [-2.0986, -2.0916, 0.8411], [-1.4318, -0.4912, 1.3295], [-2.2998, -0.6553, -0.2164], [1.1452, -0.1543, 1.4475], [1.9556, 1.4466, 1.0897], [-0.6880, -1.3824, 0.0077], [2.5952, -0.3009, -1.3552]],
  "smiles": "N#CC1=CC1.C",
  "e_lumo_ev": 0.234,
  "homo_ev": -10.11,
  "e_tot_ha": -249.3576,
  "e_above_lowest_kcal_mol": 72.5
}


(3)
{
  "formula": "C10H16O2",
  "method": "ωB97M-V/def2-TZVPD",
  "symbols": ["C", "C", "C", "C", "C", "C", "C", "C", "C", "C", "H", "H", "H", "H", "H", "H", "H", "H", "H", "H", "H", "H", "H", "H", "H", "H", "O", "O"],
  "coordinates": [[1.1285, 2.1927, -0.9582], [0.2263, 0.9916, -0.8495], [-0.8208, 0.8250, -1.6258], [-1.9078, -0.2746, -1.5298], [-1.6443, -1.1468, -0.3135], [-0.1472, -1.2887, -0.0505], [0.1988, -2.0396, 1.2790], [1.6985, -1.6539, 1.5086], [1.8528, -0.2865, 0.8144], [0.4255, 0.0317, 0.2862], [0.3431, 3.4180, 0.3451], [2.1576, 1.8295, -1.1785], [0.8322, 2.8435, -1.8401], [-1.0247, 1.4916, -2.5044], [-1.7487, -0.9230, -2.3752], [-2.8742, 0.1740, -1.4979], [-2.2401, -2.0353, -0.3802], [-2.0403, -0.9511, 1.5458], [0.3269, -1.6068, -0.9953], [-0.0103, -3.1811, 1.3594], [-0.4513, -1.5813, 2.0899], [1.9315, -1.5895, 2.5801], [2.3095, -2.4336, 1.0232], [2.2387, 0.5114, 1.5607], [2.5113, -0.4181, -0.0826], [-0.0926, 0.4087, 1.1803], [1.2177, 2.9563, 0.2156], [-2.2465, -0.4641, 0.7599]],
  "smiles": "OCC1=CC[C@H](O)[C@@H]2CCC[C@@H]12",
  "e_lumo_ev": 0.853,
  "homo_ev": -9.19,
  "e_tot_ha": -541.0702,
  "e_above_lowest_kcal_mol": 27.8
}


(4)
{
  "formula": "C2H8FInO2",
  "method": "ωB97M-V/def2-TZVPD",
  "symbols": ["In", "F", "C", "O", "H", "H", "H", "H", "C", "O", "H", "H", "H", "H"],
  "coordinates": [[3.9581, -2.1936, 1.2146], [1.4024, -0.8637, 0.6906], [0.3554, 2.4832, 0.5114], [0.8710, 1.7086, -0.5560], [-0.2846, 3.2391, 0.0563], [-0.0487, 1.8466, 1.2985], [1.1114, 3.1411, 0.9399], [1.0746, 0.8547, -0.1675], [-1.6198, -1.8054, -0.8912], [-1.2338, -1.8519, 0.4771], [-2.2121, -0.9640, -1.2509], [-0.7360, -1.6389, -1.5071], [-2.2095, -2.6265, -1.2988], [-0.4284, -1.3294, 0.4831]],
  "charge": 1,
  "e_lumo_ev": [-4.402, -9.061],
  "s2": 0.76,
  "homo_ev": [-14.62, -12.40],
  "e_tot_ha": -521.0611,
  "spin_multiplicity": 2
}


(5)
{
  "formula": "C11H35N16O10",
  "method": "ωB97M-V/def2-TZVPD",
  "symbols": ["N", "O", "O", "O", "C", "O", "N", "N", "H", "H", "H", "H", "C", "O", "N", "N", "H", "H", "H", "H", "C", "O", "N", "N", "H", "H", "H", "H", "C", "O", "N", "N", "H", "H", "H", "H", "C", "O", "N", "N", "H", "H", "H", "H", "C", "O", "N", "N", "H", "H", "H", "H", "C", "O", "N", "N", "H", "H", "H", "H", "C", "C", "C", "C", "N", "H", "H", "H", "H", "H", "H", "H"],
  "coordinates": [[-0.2197, 0.7314, -0.8864], [-0.7194, -0.1752, -1.5032], [0.9800, 0.9594, -0.9760], [-0.9671, 1.5154, -0.2913], [0.1970, -3.4150, 1.6026], [0.2643, -4.5377, 1.1522], [-0.0495, -3.1110, 2.8345], [0.4028, -2.3034, 0.8775], [-0.2012, -2.1259, 2.9972], [-0.4318, -3.8675, 3.3836], [0.1622, -1.3777, 1.2020], [0.7178, -2.5674, -0.0451], [-2.2345, -3.7149, -2.1579], [-3.2296, -3.2890, -1.5885], [-1.0458, -3.1034, -2.3226], [-2.2723, -4.8760, -2.7770], [-1.1093, -2.1447, -2.0110], [-0.3090, -3.4934, -2.8928], [-1.4139, -5.2606, -3.1449], [-3.0997, -5.4524, -2.7212], [3.3213, 3.6084, -1.3469], [4.2356, 4.4207, -1.3721], [3.2409, 2.5616, -2.0317], [2.2922, 3.6340, -0.5535], [2.4592, 1.9309, -1.9261], [3.9051, 2.3039, -2.7476], [2.1897, 4.5022, -0.0478], [1.5795, 2.9290, -0.6759], [-1.5464, 3.3167, 3.1351], [-1.6590, 4.0978, 4.0202], [-0.7804, 3.3977, 2.0933], [-2.3147, 2.2947, 2.9357], [-0.1615, 4.1870, 1.9749], [-0.9726, 2.6883, 1.4005], [-2.0695, 1.6212, 2.2241], [-3.2268, 2.2541, 3.3677], [-3.4963, -1.4021, 1.6839], [-3.8667, -1.0516, 2.7382], [-3.1670, -2.5974, 1.3995], [-3.4086, -0.6402, 0.6131], [-3.4028, -3.3480, 2.0329], [-2.9508, -2.8645, 0.4497], [-2.8911, -0.9046, -0.2130], [-3.5635, 0.3351, 0.8249], [-4.4275, 1.4749, -1.8329], [-5.6236, 1.5122, -2.0666], [-3.7220, 2.3182, -1.1577], [-3.5931, 0.6491, -2.3957], [-4.2647, 3.0482, -0.7186], [-2.7217, 2.1858, -1.1123], [-3.9068, 0.0385, -3.1365], [-2.6179, 0.6984, -2.1373], [2.5671, -1.5784, -3.2770], [3.1910, -2.0028, -4.2233], [3.0353, -1.2397, -2.0986], [1.2950, -1.2508, -3.3355], [3.9940, -1.5246, -1.9576], [2.5313, -0.7546, -1.3701], [0.8755, -1.5384, -4.2081], [0.8479, -0.7437, -2.5851], [4.3044, 2.2443, 2.6545], [2.9673, 1.5406, 2.4420], [3.0085, 0.2473, 1.5701], [4.0957, -0.6304, 1.9973], [4.9343, -1.3088, 2.3968], [4.7466, 2.6987, 1.7679], [5.0071, 1.5905, 3.1711], [4.2163, 3.0485, 3.3851], [2.2461, 2.2092, 1.9719], [2.4859, 1.2607, 3.3790], [3.2966, 0.4350, 0.5358], [2.0641, -0.2936, 1.6310]],
  "charge": -1,
  "e_lumo_ev": 2.135,
  "homo_ev": -7.64,
  "e_tot_ha": -2068.8333
}


(6)
{
  "formula": "C31H28AuN4O6S",
  "method": "ωB97M-V/def2-TZVPD",
  "symbols": ["Au", "O", "C", "O", "C", "C", "C", "C", "C", "C", "N", "C", "C", "C", "C", "C", "C", "N", "H", "H", "H", "H", "H", "H", "H", "H", "H", "H", "C", "C", "C", "C", "C", "C", "C", "C", "N", "H", "H", "H", "H", "H", "H", "C", "C", "C", "C", "C", "C", "C", "S", "O", "O", "N", "C", "C", "C", "O", "O", "H", "H", "H", "H", "H", "H", "H", "H", "H", "H", "H", "H"],
  "coordinates": [[0.5692, 0.4881, 1.2983], [0.6162, -7.0128, 1.3257], [-0.3962, -6.4989, 0.6224], [-1.1760, -7.2004, 0.0456], [-0.5103, -5.0003, 0.5825], [0.1124, -4.1407, 1.4884], [-0.0937, -2.7816, 1.3883], [-0.9323, -2.2492, 0.4050], [-1.5313, -3.1097, -0.5216], [-1.3163, -4.4674, -0.4238], [-1.0662, -0.8768, 0.3839], [-2.0561, -0.2510, -0.1195], [-2.0858, 1.1956, -0.1209], [-3.1728, 1.8890, -0.6584], [-3.1551, 3.2736, -0.6577], [-2.0593, 3.9318, -0.1155], [-1.0248, 3.1710, 0.4111], [-1.0392, 1.8510, 0.3983], [1.1952, -6.3465, 1.7169], [0.7593, -4.5016, 2.2775], [0.3869, -2.0924, 2.0701], [-2.1069, -2.7146, -1.3412], [-1.7773, -5.1573, -1.1156], [-2.9204, -0.7590, -0.5404], [-4.0130, 1.3445, -1.0612], [-3.9848, 3.8307, -1.0667], [-2.0036, 5.0086, -0.0947], [-0.1529, 3.6306, 0.8548], [0.6804, 0.6300, 3.5230], [-0.7121, 0.7448, 3.8139], [-1.3451, 2.0102, 3.8292], [-2.6964, 2.1260, 4.0258], [-3.4725, 0.9751, 4.2240], [-2.8610, -0.2856, 4.2628], [-1.5089, -0.3959, 4.0659], [-4.8729, 1.0794, 4.3537], [-6.0144, 1.1568, 4.4238], [1.1719, -0.2769, 3.8475], [1.2826, 1.5141, 3.6742], [-0.7386, 2.8911, 3.6823], [-3.1785, 3.0923, 4.0331], [-3.4673, -1.1585, 4.4513], [-1.0371, -1.3658, 4.1019], [2.4885, 4.8523, -3.5032], [2.1695, 3.3929, -3.4372], [2.7643, 2.4762, -4.3044], [2.4406, 1.1312, -4.2531], [1.5185, 0.7032, -3.3187], [0.9274, 1.5851, -2.4331], [1.2460, 2.9256, -2.5013], [1.0682, -1.0130, -3.2084], [-0.0051, -1.1683, -2.2620], [0.9402, -1.5631, -4.5155], [2.3797, -1.8001, -2.5054], [2.4455, -2.1240, -1.1272], [3.5589, -1.4296, -0.3544], [3.1775, 0.1131, -0.3573], [3.3767, 0.6641, -1.4142], [2.6995, 0.5046, 0.7248], [3.2293, 5.0685, -4.2675], [2.8540, 5.2123, -2.5422], [1.5892, 5.4213, -3.7388], [3.4941, 2.8239, -5.0199], [2.8863, 0.4232, -4.9334], [0.2264, 1.1993, -1.7079], [0.7905, 3.6156, -1.8052], [3.2323, -1.8099, -3.0387], [2.6012, -3.2091, -1.0110], [1.4583, -1.8822, -0.7174], [4.5223, -1.5074, -0.8562], [3.6268, -1.7962, 0.6658]],
  "charge": 1,
  "e_lumo_ev": -6.785,
  "homo_ev": -10.76,
  "e_tot_ha": -2402.1175,
  "e_above_lowest_kcal_mol": 46.3
}


(7)
{
  "formula": "C31H48N8O3PS2Sr",
  "method": "ωB97M-V/def2-TZVPD",
  "symbols": ["Sr", "C", "C", "N", "N", "C", "S", "S", "C", "C", "C", "C", "C", "C", "C", "C", "C", "C", "C", "C", "C", "O", "H", "H", "H", "H", "H", "H", "H", "H", "H", "H", "H", "H", "H", "H", "C", "N", "C", "C", "C", "N", "C", "C", "H", "H", "H", "H", "H", "H", "H", "H", "H", "H", "H", "H", "H", "H", "H", "H", "N", "C", "C", "C", "O", "O", "H", "H", "H", "H", "H", "H", "C", "N", "C", "N", "C", "N", "C", "P", "C", "C", "H", "H", "H", "H", "H", "H", "H", "H", "H", "H", "H", "H"],
  "coordinates": [[-0.3979, -0.9708, -0.1354], [-3.4315, 1.8200, 2.4163], [-2.8986, 0.5715, 1.7477], [-1.7632, 0.6178, 1.1293], [-1.1330, 1.8280, 1.1020], [0.1278, 1.8587, 1.3435], [1.1253, 0.5630, 1.8467], [0.8182, 3.5152, 1.2444], [1.5530, 3.6070, 2.9249], [0.4856, 3.8391, 3.9500], [-0.1700, 2.7671, 4.5509], [-1.1827, 2.9910, 5.4723], [-1.5559, 4.2851, 5.8038], [-0.9133, 5.3586, 5.2032], [0.0975, 5.1350, 4.2826], [-3.6336, -0.6862, 1.8724], [-4.8780, -0.7054, 2.5182], [-5.5868, -1.8665, 2.7477], [-5.0310, -3.0835, 2.3586], [-3.8088, -3.1096, 1.7318], [-3.0753, -1.9311, 1.4251], [-1.9612, -2.0201, 0.7921], [-2.9384, 2.6824, 1.9748], [-3.1962, 1.8082, 3.4816], [-4.5080, 1.9191, 2.2937], [2.2640, 4.4312, 2.8893], [2.0616, 2.6539, 3.0601], [0.1193, 1.7568, 4.2855], [-1.6787, 2.1481, 5.9379], [-2.3473, 4.4594, 6.5220], [-1.2002, 6.3721, 5.4561], [0.5994, 5.9722, 3.8110], [-5.3074, 0.2245, 2.8634], [-6.5536, -1.8341, 3.2332], [-5.5570, -4.0107, 2.5563], [-3.3659, -4.0549, 1.4370], [2.5133, -2.5571, 1.0234], [1.1343, -3.0342, 0.9506], [0.7178, -3.4616, 2.2812], [1.0660, -4.1474, 0.0061], [-0.3711, -4.5302, -0.3571], [-0.8016, -3.9760, -1.6356], [-2.2436, -4.0813, -1.7694], [-0.1401, -4.6252, -2.7537], [3.1954, -3.3544, 1.3636], [2.5755, -1.7216, 1.7183], [2.8357, -2.2037, 0.0434], [1.3060, -4.3319, 2.6185], [-0.3388, -3.7252, 2.2863], [0.8582, -2.6387, 2.9818], [1.5920, -5.0265, 0.4203], [1.5959, -3.8400, -0.8969], [-1.0415, -4.1204, 0.3972], [-0.4806, -5.6310, -0.3608], [-2.5486, -3.6543, -2.7263], [-2.7206, -3.5265, -0.9616], [-2.5987, -5.1273, -1.7335], [-0.3141, -5.7162, -2.7562], [0.9288, -4.4305, -2.7289], [-0.5086, -4.2096, -3.6908], [-1.6036, 0.4213, -1.8931], [-1.8616, -0.5461, -2.9617], [-0.5964, -0.9708, -3.7160], [0.6782, -1.3097, -2.8961], [1.4630, -2.1216, -3.3958], [0.8530, -0.6725, -1.8136], [-2.4711, 0.8300, -1.5653], [-1.0070, 1.1720, -2.2234], [-2.5724, -0.1497, -3.7020], [-2.3230, -1.4270, -2.5044], [-0.2987, -0.1704, -4.4012], [-0.8165, -1.8416, -4.3339], [3.1841, 3.9008, -3.5018], [2.4806, 2.7677, -4.0885], [3.4601, 1.7541, -4.4693], [4.3287, 1.3343, -3.3796], [4.9755, 2.5126, -2.8208], [4.0457, 3.5460, -2.3857], [3.2442, 3.0805, -1.2481], [2.1864, 1.5397, -1.5478], [1.4931, 2.2111, -3.1620], [3.5828, 0.5894, -2.3608], [2.4471, 4.6321, -3.1598], [3.8024, 4.3538, -4.2847], [4.0862, 2.1740, -5.2647], [2.9340, 0.8787, -4.8585], [5.6235, 2.9421, -3.5935], [5.5867, 2.2085, -1.9674], [2.5902, 3.8945, -0.9325], [3.9182, 2.8705, -0.4111], [0.7600, 2.9931, -2.9319], [0.9807, 1.3974, -3.6782], [3.1726, -0.3136, -2.8168], [4.2838, 0.2775, -1.5798]],
  "charge": -1,
  "e_lumo_ev": 2.498,
  "homo_ev": -4.65,
  "e_tot_ha": -3042.4218,
  "e_above_lowest_kcal_mol": 46.9
}


(8)
{
  "formula": "C23H25N3O3",
  "method": "ωB97M-V/def2-TZVPD",
  "symbols": ["C", "C", "C", "C", "C", "C", "C", "O", "C", "C", "C", "C", "N", "O", "C", "O", "N", "C", "H", "C", "H", "H", "C", "C", "C", "C", "N", "C", "C", "H", "H", "H", "H", "C", "C", "H", "H", "H", "H", "H", "H", "H", "H", "H", "C", "H", "H", "H", "H", "H", "H", "H", "H", "H"],
  "coordinates": [[-4.0437, -1.2359, -2.0415], [-4.3271, 0.1059, -1.4355], [-4.0121, 1.2632, -2.1353], [-4.2837, 2.5094, -1.6046], [-4.9060, 2.6115, -0.3748], [-5.2380, 1.4776, 0.3535], [-4.9196, 0.2256, -0.1765], [-5.2173, -0.9412, 0.5315], [-4.3515, -1.2040, 1.6205], [-2.9140, -1.0826, 1.2320], [-2.0692, -1.8926, 0.5316], [-0.8709, -1.1359, 0.4382], [-1.0195, 0.0204, 1.0409], [-2.2741, 0.0628, 1.5298], [0.3199, -1.5972, -0.3175], [0.1959, -2.5176, -1.1133], [1.5000, -0.9856, -0.0971], [1.7050, 0.1194, 0.8172], [1.2098, -0.0980, 1.7669], [3.1933, 0.3509, 1.0456], [3.6485, -0.5495, 1.4607], [3.3208, 1.1502, 1.7767], [3.8893, 0.7368, -0.2694], [5.3828, 0.6818, -0.0841], [6.1257, 1.8480, 0.0599], [7.4947, 1.7562, 0.2539], [8.1465, 0.6085, 0.3127], [7.4441, -0.5031, 0.1777], [6.0733, -0.5244, -0.0192], [5.5596, -1.4673, -0.1244], [8.0120, -1.4230, 0.2312], [8.1019, 2.6448, 0.3676], [5.6446, 2.8139, 0.0188], [3.3888, -0.1703, -1.4132], [2.6429, -1.3931, -0.8916], [3.3026, -2.0300, -0.2921], [2.2597, -1.9939, -1.7199], [4.2251, -0.4980, -2.0320], [2.7087, 0.3952, -2.0521], [3.6177, 1.7716, -0.5015], [1.2441, 1.0280, 0.4125], [-2.2399, -2.8696, 0.1348], [-4.5417, -0.5181, 2.4560], [-4.5769, -2.2286, 1.9269], [-5.9414, 1.6122, 1.6715], [-6.5424, 0.7288, 1.8764], [-6.5924, 2.4837, 1.6593], [-5.2210, 1.7461, 2.4800], [-5.1443, 3.5835, 0.0319], [-4.0246, 3.4013, -2.1554], [-3.5455, 1.1756, -3.1057], [-4.4905, -2.0256, -1.4443], [-4.4534, -1.2813, -3.0490], [-2.9695, -1.4070, -2.1100]],
  "smiles": "Cc1cccc(C)c1OCc1cc(C(=O)N2CCC(c3ccncc3)CC2)no1",
  "e_lumo_ev": 0.644,
  "homo_ev": -8.96,
  "e_tot_ha": -1281.3949,
  "e_above_lowest_kcal_mol": 90.9
}